# C37H60AsBiN6S4Si3

A molecular structure, C37H60AsBiN6S4Si3 (the ωB97M-V functional and the def2-TZVPD basis, the Open Molecules 2025 dataset).

Positions of all 112 atoms, in Å:
1 Bi -1.10499 -0.02185 -0.08929
2 N 2.02034 0.97472 3.37709
3 C 1.34411 0.91635 4.63116
4 C 2.04512 0.97242 5.80929
5 C 1.36121 1.04060 7.03781
6 C -0.00163 0.86782 7.07547
7 C -0.70729 0.73765 5.88782
8 C -0.03059 0.82227 4.68743
9 S -0.90097 1.15090 3.22375
10 N 0.13511 0.52587 2.07858
11 C 1.41105 0.56672 2.22143
12 C 2.22433 0.15817 1.05280
13 C 3.61547 0.08940 1.04863
14 C 4.27124 -0.31005 -0.12429
15 C 3.50088 -0.45484 -1.28497
16 C 2.13343 -0.33584 -1.16892
17 N 1.49488 -0.06402 -0.02514
18 H 3.02466 0.88001 3.41925
19 H 3.11826 1.03375 5.76101
20 H 1.88658 1.21234 7.94292
21 H -0.51403 0.92722 7.99146
22 H -1.76264 0.69693 5.85376
23 H 4.19331 0.22128 1.95638
24 H 5.35387 -0.35979 -0.10857
25 H 3.94704 -0.62895 -2.29312
26 H 1.51184 -0.55856 -2.03177
27 S -1.29706 -0.33766 -2.73174
28 C -2.95897 -0.16278 -2.38644
29 N -3.29038 -0.02447 -1.10211
30 C -4.67472 0.15446 -1.00276
31 C -5.33589 0.29169 0.23000
32 C -6.69648 0.54480 0.21187
33 C -7.39349 0.50848 -1.00678
34 C -6.74522 0.42393 -2.24365
35 C -5.35128 0.27323 -2.23069
36 S -4.24479 0.04592 -3.52483
37 H -4.83238 0.31293 1.18249
38 H -7.26170 0.79955 1.07205
39 H -8.44520 0.66999 -1.02276
40 H -7.29292 0.43510 -3.19536
41 C 0.86732 5.87129 -2.66000
42 C 0.32704 4.96520 -3.76206
43 C 1.11103 3.69023 -4.03748
44 C 0.96495 2.56741 -2.99631
45 N 1.62183 2.85451 -1.71605
46 C 1.02353 2.98789 -0.54730
47 S -0.68932 2.88655 -0.39897
48 N 1.78311 3.25256 0.55880
49 C 3.18243 3.72413 0.52397
50 C 3.35073 5.11623 -0.08694
51 C 4.78371 5.51541 -0.25273
52 C 4.99140 6.85030 -0.95275
53 H 0.32905 6.82437 -2.63566
54 H 1.95835 6.06814 -2.79405
55 H 0.75935 5.48889 -1.66662
56 H 0.29885 5.56009 -4.69727
57 H -0.75438 4.75076 -3.52002
58 H 2.17545 3.90559 -4.18284
59 H 0.85681 3.25728 -4.98452
60 H 1.48528 1.67711 -3.37808
61 H -0.08519 2.36730 -2.76582
62 H 2.60874 3.11074 -1.86295
63 H 1.22578 3.43820 1.40095
64 H 3.79398 2.95525 0.00214
65 H 3.49840 3.77196 1.55382
66 H 2.86700 5.85470 0.57886
67 H 2.86669 5.19496 -1.04315
68 H 5.26488 4.65913 -0.74446
69 H 5.19893 5.58963 0.74948
70 H 4.60801 6.86322 -1.99063
71 H 6.06372 7.00220 -0.97008
72 H 4.51350 7.64635 -0.36951
73 C 0.16337 -2.73400 3.01136
74 Si 0.47853 -3.79750 1.53109
75 C 0.04938 -5.52611 1.98192
76 C 2.22775 -3.67265 0.87269
77 As -0.87729 -2.88931 -0.29118
78 Si -3.13086 -3.54290 0.14933
79 C -3.34247 -5.28523 0.59314
80 C -4.17515 -3.23674 -1.36428
81 C -3.65351 -2.47688 1.56492
82 Si -0.28857 -4.12279 -2.29016
83 C -1.65869 -4.35982 -3.45964
84 C 0.16974 -5.77410 -1.50961
85 C 1.13136 -3.28829 -3.15870
86 H 0.56852 -3.30714 3.86561
87 H -0.90506 -2.55711 3.21563
88 H 0.60028 -1.74438 3.01567
89 H 0.97127 -6.10258 2.14393
90 H -0.54610 -6.05353 1.23988
91 H -0.48358 -5.50100 2.93290
92 H 2.10785 -3.78589 -0.17959
93 H 2.77101 -4.56590 1.18357
94 H 2.88214 -2.78762 1.08588
95 H -3.25995 -6.01441 -0.23917
96 H -4.34281 -5.35714 1.05888
97 H -2.76370 -5.62349 1.44586
98 H -4.08321 -4.01938 -2.08891
99 H -4.08189 -2.28953 -1.92084
100 H -5.20992 -3.26928 -1.04376
101 H -3.46870 -3.00369 2.50554
102 H -4.67595 -2.21078 1.48215
103 H -3.12239 -1.54020 1.64785
104 H -2.41752 -5.01528 -3.09770
105 H -1.24306 -4.79727 -4.37385
106 H -2.12510 -3.42518 -3.79045
107 H -0.57104 -6.34234 -0.93127
108 H 1.00535 -5.63963 -0.85901
109 H 0.46769 -6.35990 -2.34896
110 H 0.93987 -2.21507 -3.21415
111 H 1.18247 -3.64137 -4.18763
112 H 2.10890 -3.38783 -2.71001

Computed properties:
orbital gap = 6.914 eV
multiplicity = 1
charge = +2
E = -181928.0723 eV